(1)
Molecular formula: C43H47ClF5N9O2
Method: DFT, ωB97M-V/def2-TZVPD

Geometry (Å):
O 0.73719 0.79314 -0.87246
C 1.20422 1.73628 -1.52546
O 0.51387 2.74590 -2.29776
C 1.12906 4.09277 -2.20451
C -0.06181 4.91679 -1.51104
C -1.32222 5.30061 -2.37941
C -2.39146 6.05002 -1.52364
C -2.27684 6.38595 -0.02603
N -1.10353 6.04716 0.69792
C -0.10825 5.35975 -0.03750
C 2.45131 3.78583 -1.30439
Cl 3.71400 5.04047 -1.70608
C 2.73782 2.23521 -1.71638
C 3.90289 1.45875 -0.95498
F 5.11618 2.20361 -1.21168
F 3.66059 1.47407 0.44492
C 4.19300 -0.02320 -1.50943
F 3.08734 -0.88357 -1.42188
F 5.20859 -0.56998 -0.65152
F 4.78124 -0.01483 -2.81349
H 1.47345 4.43133 -3.25370
H -1.43412 5.04686 -3.48019
H -3.36519 6.35481 -2.05443
H -3.13166 6.91121 0.52328
H 0.83082 5.07827 0.57271
H 2.12958 3.64493 -0.20410
H 2.90426 2.14463 -2.84409
N -5.38945 4.64745 1.24477
C -6.33189 5.26951 0.46910
C -7.27611 5.81486 1.30442
C -6.88661 5.51614 2.63334
C -5.71786 4.79770 2.56582
H -4.58049 4.15692 0.89743
H -6.24997 5.26886 -0.60752
H -8.14971 6.36852 0.99327
H -7.40364 5.79623 3.53928
H -5.09382 4.38039 3.34157
N 2.55904 -5.22775 -2.23100
C 3.53397 -6.07397 -2.68774
C 4.67907 -5.33906 -2.87526
C 4.38581 -4.00093 -2.51278
C 3.07126 -3.96298 -2.11661
H 1.61283 -5.49430 -2.01238
H 3.32881 -7.12265 -2.84083
H 5.62351 -5.72234 -3.23251
H 5.06199 -3.15879 -2.53825
H 2.45784 -3.14789 -1.76559
N 6.16756 7.29988 0.90928
C 5.62430 7.24919 -0.34665
C 5.39124 8.53828 -0.75971
C 5.81481 9.39878 0.28338
C 6.29182 8.60688 1.29894
H 6.43492 6.50051 1.46036
H 5.44942 6.30221 -0.83624
H 4.96429 8.82973 -1.70814
H 5.77564 10.47811 0.29009
H 6.70661 8.85967 2.26298
N 8.20864 1.42602 -1.73034
C 9.18138 0.57740 -2.18641
C 10.32830 1.30947 -2.37514
C 10.03826 2.64839 -2.01406
C 8.72381 2.68959 -1.61753
H 7.26143 1.16195 -1.51107
H 8.97372 -0.47100 -2.33833
H 11.27174 0.92362 -2.73231
H 10.71612 3.48890 -2.04062
H 8.11192 3.50711 -1.26698
N -5.26938 0.30816 -0.24499
C -4.29205 -0.53607 -0.70258
C -3.14893 0.20190 -0.89345
C -3.44506 1.53894 -0.53258
C -4.75972 1.57387 -0.13365
H -6.21525 0.03915 -0.02389
H -4.49455 -1.58565 -0.85379
H -2.20385 -0.17901 -1.25201
H -2.77061 2.38323 -0.56088
H -5.37459 2.38807 0.21693
N -5.64855 -3.24660 2.37842
C -6.82186 -3.79242 2.82420
C -7.75457 -2.78704 2.90423
C -7.12084 -1.59028 2.48529
C -5.82249 -1.90609 2.16428
H -4.79026 -3.75365 2.23010
H -6.89075 -4.84632 3.04639
H -8.77903 -2.90036 3.22710
H -7.56531 -0.60724 2.42468
H -5.00961 -1.29396 1.80440
N -4.22109 -6.96144 4.48650
C -3.09869 -6.89964 3.70480
C -3.47920 -7.10494 2.40009
C -4.88396 -7.29183 2.39471
C -5.31421 -7.19511 3.69567
H -4.23998 -6.85108 5.48756
H -2.12885 -6.71679 4.14281
H -2.81957 -7.11773 1.54442
H -5.51083 -7.47581 1.53447
H -6.30123 -7.27319 4.12602
N -1.23298 -9.63496 1.57810
C -2.06717 -10.08771 0.59142
C -1.30515 -10.76089 -0.33236
C 0.03797 -10.71758 0.11657
C 0.05165 -10.01888 1.29913
H -1.52018 -9.10259 2.38443
H -3.12796 -9.89099 0.63098
H -1.67397 -11.23320 -1.23094
H 0.89929 -11.15018 -0.37094
H 0.86257 -9.76142 1.96368

## Properties
Gap between HOMO and LUMO ... 7.69 eV
Maximum force ... 5.80 eV Å⁻¹
SMILES ... O=C1O[C@@H](c2cccnc2)[C@H](Cl)[C@H]1C(F)(F)C(F)(F)F.c1cc[nH]c1.c1cc[nH]c1.c1cc[nH]c1.c1cc[nH]c1.c1cc[nH]c1.c1cc[nH]c1.c1cc[nH]c1.c1cc[nH]c1
M ... 852.4 Da

---

(2)
Molecular formula: C43H47ClN3O3PdS
Method: DFT, ωB97M-V/def2-TZVPD

Geometry (Å):
Pd 0.14139 0.63477 -0.56294
O 0.03993 2.83807 -1.05712
N -0.02411 3.22384 -2.28012
C -0.24055 4.55207 -2.51186
C -0.33350 5.03054 -3.78212
C -0.20575 4.15247 -4.87308
C 0.01712 2.82758 -4.63591
C 0.12175 2.33056 -3.31874
S 0.40867 0.69770 -2.98787
H -0.33339 5.13714 -1.61018
H -0.51038 6.08597 -3.92942
H -0.28425 4.52358 -5.88496
H 0.12168 2.11381 -5.44066
C -2.38363 -3.47170 1.74026
C -2.19511 -1.95444 1.71633
C -2.33902 -1.36272 3.12064
C -3.15922 -1.27498 0.76042
C -4.49946 -1.13799 1.10953
C -5.37359 -0.40367 0.32889
C -4.91056 0.23235 -0.81140
C -3.58863 0.10161 -1.21588
C -3.11180 0.77797 -2.48218
C -3.33983 2.28871 -2.44023
C -3.73524 0.14507 -3.72614
C -2.74434 -0.69658 -0.44044
N -1.38610 -0.92231 -0.86584
C -1.11768 -2.04317 -1.39913
C 0.19909 -2.54448 -1.80256
C 0.17620 -3.67279 -2.61269
C 1.33888 -4.32820 -2.99656
C 2.56633 -3.87598 -2.52763
C 2.62694 -2.78331 -1.68978
C 1.46047 -2.07651 -1.31535
N 1.56546 -0.97892 -0.52604
C 2.70025 -0.86011 0.31855
C 3.64294 0.16167 0.09696
C 4.72790 0.24200 0.95734
C 4.87952 -0.64745 2.00735
C 3.93728 -1.63817 2.21408
C 2.83152 -1.77010 1.38402
C 1.78016 -2.80801 1.73278
C 1.16003 -2.48869 3.09493
C 2.35102 -4.22677 1.70881
C 3.58355 1.09163 -1.09632
C 4.74335 0.80934 -2.05600
C 3.55630 2.56167 -0.67710
H -1.66491 -3.93666 2.41829
H -2.25311 -3.91447 0.74971
H -3.38570 -3.73308 2.08630
H -1.17632 -1.74214 1.38226
H -3.32319 -1.57169 3.54256
H -2.19928 -0.28082 3.10063
H -1.60021 -1.79554 3.79546
H -4.85786 -1.59630 2.02256
H -6.41177 -0.31045 0.61915
H -5.59270 0.82572 -1.40758
H -2.03715 0.61902 -2.54198
H -4.39944 2.53513 -2.36037
H -2.97188 2.75229 -3.36094
H -2.82432 2.73548 -1.58716
H -4.81720 0.29065 -3.73757
H -3.54615 -0.92948 -3.76083
H -3.32788 0.59446 -4.63445
H -1.93960 -2.73883 -1.58147
H -0.78171 -4.05354 -2.94565
H 1.28278 -5.19151 -3.64501
H 3.47914 -4.38002 -2.81569
H 3.58066 -2.41988 -1.33234
H 5.47726 1.00584 0.79253
H 5.73340 -0.56648 2.66713
H 4.05302 -2.31677 3.04981
H 0.97454 -2.76554 0.99867
H 1.91409 -2.50595 3.88318
H 0.40099 -3.23270 3.34598
H 0.69590 -1.50062 3.09608
H 3.10542 -4.36285 2.48550
H 2.81577 -4.45455 0.74799
H 1.55907 -4.95595 1.88720
H 2.66549 0.88317 -1.63987
H 5.70202 1.05661 -1.59652
H 4.64324 1.41074 -2.96151
H 4.77589 -0.24228 -2.34789
H 4.45567 2.82893 -0.11945
H 2.69187 2.77576 -0.04889
H 3.52134 3.20261 -1.56194
Cl -1.34037 4.27577 7.03346
C -1.01248 3.50352 5.51858
C 0.30226 3.37354 5.09477
C 0.55934 2.75413 3.88430
C -0.49053 2.27310 3.10939
C -1.80348 2.41076 3.54831
C -2.07064 3.02789 4.75780
C -0.20869 1.60112 1.81931
O 0.97215 1.46632 1.39853
O -1.17246 1.14076 1.12755
H 1.10572 3.75284 5.71020
H 1.57463 2.63490 3.53026
H -2.60977 2.03055 2.93462
H -3.08442 3.14345 5.11438

## Properties
2S+1 ... 5
Gap between HOMO and LUMO (spin up / spin down) ... 8.07 / 5.25 eV
Maximum force ... 0.42 eV Å⁻¹
M ... 827.8 Da
Total charge ... +1

---

(3)
Molecular formula: C43H47F3IrN5OP2SSi2
Method: DFT, ωB97M-V/def2-TZVPD

Geometry (Å):
Ir -0.49775 -0.92204 -0.53439
C -0.53210 -0.26711 4.55695
Si -0.45999 -1.38267 3.02294
C -1.94442 -2.54211 3.11221
C 1.16141 -2.35071 3.09635
N -0.58084 -0.38549 1.60453
P -0.16750 1.12746 1.25655
C 0.26150 1.06042 -0.39003
P 1.75015 0.55058 -1.01953
N 1.59090 -1.06324 -1.11164
Si 2.45926 -2.25120 -2.03485
C 1.33126 -3.29658 -3.12287
C 3.72426 -1.41376 -3.15825
C 3.41078 -3.41360 -0.89355
C 3.24524 1.09030 -0.15254
C 4.15017 0.14951 0.32000
C 5.27606 0.55396 1.02267
C 5.49355 1.90022 1.26564
C 4.58003 2.84532 0.81454
C 3.46165 2.44079 0.10929
C 1.92130 1.25420 -2.69541
C 2.91341 2.13265 -3.10351
C 2.93275 2.62125 -4.40388
C 1.96367 2.23022 -5.31008
C 0.97329 1.33686 -4.91500
C 0.95703 0.85403 -3.62158
C 1.00727 1.86438 2.44107
C 2.09716 1.07272 2.79578
C 3.03376 1.51879 3.71064
C 2.89070 2.77386 4.28472
C 1.80937 3.57039 3.94103
C 0.86915 3.11598 3.02804
C -1.60855 2.24067 1.44760
C -2.66334 1.91326 2.28940
C -3.71042 2.80214 2.49117
C -3.70659 4.03198 1.85330
C -2.66440 4.36284 0.99710
C -1.62936 3.46655 0.78701
H -1.03253 -0.79727 5.36640
H -1.08808 0.65268 4.38291
H 0.45646 0.02249 4.90867
H -2.25704 -2.68957 4.14423
H -1.74418 -3.51580 2.67177
H -2.78709 -2.10874 2.57128
H 1.03314 -3.28063 3.64908
H 1.93786 -1.77447 3.59956
H 1.53249 -2.60824 2.10569
H 0.44955 -2.73605 -3.43030
H 0.99693 -4.19609 -2.61148
H 1.86254 -3.59740 -4.02471
H 3.27114 -0.92956 -4.02181
H 4.40584 -2.18526 -3.52005
H 4.32533 -0.66630 -2.63906
H 2.81722 -3.67675 -0.02129
H 4.35258 -2.98246 -0.55389
H 3.65336 -4.33712 -1.41687
H 3.95973 -0.90134 0.15440
H 5.97855 -0.18439 1.38560
H 6.37028 2.21632 1.81588
H 4.73803 3.89480 1.02151
H 2.73849 3.17702 -0.22225
H 3.69687 2.43105 -2.41998
H 3.71754 3.30140 -4.70724
H 1.98217 2.60582 -6.32397
H 0.22298 1.01209 -5.62196
H 0.19878 0.13785 -3.31997
H 2.21150 0.09237 2.35280
H 3.87375 0.88897 3.97173
H 3.61811 3.12877 5.00270
H 1.68778 4.54565 4.39283
H 0.02359 3.74565 2.78519
H -2.66522 0.95094 2.78528
H -4.52559 2.53266 3.14926
H -4.51747 4.72985 2.01907
H -2.65232 5.32486 0.50042
H -0.82111 3.70728 0.10593
F -2.14147 -5.97343 0.63733
C -1.70474 -6.06756 -0.63153
F -0.39788 -6.36681 -0.57807
F -2.32364 -7.13382 -1.17071
C -1.96894 -4.81506 -1.41526
C -2.88327 -4.79991 -2.44636
C -3.13325 -3.61442 -3.13615
C -2.43008 -2.48678 -2.76494
N -1.54121 -2.49715 -1.77511
C -1.31443 -3.62182 -1.06626
S -0.22234 -3.29946 0.20934
H -3.40914 -5.70654 -2.70936
H -3.84580 -3.57413 -3.94465
H -2.56536 -1.54004 -3.27207
N -6.07279 3.31992 -0.73777
C -6.12447 1.97521 -0.55951
O -7.15455 1.36502 -0.36046
C -4.80233 1.26625 -0.64306
C -4.63973 0.08938 0.08468
C -3.42221 -0.55076 0.03649
N -2.39988 -0.10016 -0.70797
C -2.55567 1.02157 -1.41993
C -3.74768 1.72305 -1.42219
H -6.92973 3.83244 -0.61131
H -5.20006 3.81099 -0.64978
H -5.44659 -0.29607 0.68816
H -3.22861 -1.45949 0.59158
H -1.68698 1.36131 -1.96712
H -3.82894 2.61443 -2.02678

## Properties
Gap between HOMO and LUMO (spin up / spin down) ... 6.09 / 6.09 eV
Maximum force ... 1.44 eV Å⁻¹
M ... 1049.3 Da

---

(4)
Molecular formula: C43H47N2O6P2SiSn
Method: DFT, ωB97M-V/def2-TZVPD

Geometry (Å):
Sn -0.25930 0.86382 -0.60969
O -0.73100 0.25542 -4.68389
C -0.43090 0.78482 -3.49679
O -1.06950 0.68482 -2.47029
C 0.71910 1.57102 -3.27589
C 1.66530 1.89482 -4.24499
C 2.72550 2.69422 -3.84699
C 2.77080 3.11652 -2.52499
C 1.74520 2.71172 -1.66479
N 0.67350 1.92442 -1.97569
C 1.64240 3.10582 -0.27539
O 2.50880 3.82962 0.29621
O 0.57590 2.58782 0.12561
H -1.57180 -0.20638 -4.48459
H 1.56790 1.53922 -5.26219
H 3.49830 2.99202 -4.54659
H 3.56530 3.75322 -2.14819
C 1.24430 -2.84938 0.19931
N 0.88390 -2.84018 1.63161
C 0.64530 -1.63328 2.43161
P -0.33250 -0.49088 1.39091
C -2.05190 -1.10628 1.37791
C -2.41180 -2.41618 1.71821
C -3.74210 -2.84218 1.63921
C -4.73530 -1.96638 1.21041
C -4.39860 -0.66478 0.85491
C -3.06910 -0.24218 0.93171
C -0.42700 0.93362 2.53301
C -1.26420 0.96062 3.65801
C -1.27520 2.06472 4.51441
C -0.44290 3.15192 4.26261
C 0.40060 3.13742 3.15471
C 0.40870 2.03582 2.29561
C 1.29650 -3.99628 2.33831
C 1.74140 -3.95398 3.67251
C 2.14120 -5.10808 4.35951
C 2.10460 -6.34498 3.72941
C 1.66200 -6.42618 2.41601
C 1.26060 -5.26908 1.73641
P 1.05600 -1.16688 -0.48579
C 2.72850 -0.42108 -0.41619
C 3.72730 -0.85898 0.46491
C 4.97610 -0.23048 0.50741
C 5.24280 0.85502 -0.32199
C 4.25860 1.31852 -1.18909
C 3.01100 0.69062 -1.22959
C 0.88400 -1.57818 -2.25819
C 1.94220 -2.05668 -3.04409
C 1.74070 -2.38608 -4.38729
C 0.47760 -2.25128 -4.95879
C -0.58510 -1.78538 -4.18899
C -0.38330 -1.45098 -2.84789
H 0.53290 -3.50008 -0.32319
H 2.24980 -3.24908 0.02631
H 1.59840 -1.17478 2.71931
H 0.07840 -1.85688 3.34301
H -1.66660 -3.13938 2.03741
H -3.99610 -3.86508 1.90491
H -5.76690 -2.30078 1.14501
H -5.16590 0.02332 0.51011
H -2.83110 0.77802 0.63421
H -1.92160 0.12392 3.88411
H -1.93500 2.07222 5.37811
H -0.45000 4.00952 4.93031
H 1.05510 3.98202 2.95651
H 1.07970 2.04522 1.43781
H 1.81200 -3.01668 4.21611
H 2.48360 -5.03208 5.38841
H 2.41450 -7.24048 4.26041
H 1.61890 -7.38928 1.91451
H 0.89200 -5.39558 0.72211
H 3.55520 -1.68878 1.14541
H 5.73730 -0.58778 1.19621
H 6.21260 1.34382 -0.28629
H 4.45570 2.17182 -1.83269
H 2.25480 1.08142 -1.90889
H 2.93810 -2.17858 -2.62439
H 2.57200 -2.74998 -4.98549
H 0.32110 -2.51098 -6.00229
H -1.57400 -1.68408 -4.62849
H -1.23090 -1.09658 -2.26259
C -4.80660 2.28282 -0.54029
Si -3.05270 2.67132 -1.09389
C -2.53430 4.30602 -0.32409
C -3.04840 2.86632 -2.96349
O -2.01900 1.46122 -0.63509
H -5.49180 3.08062 -0.84199
H -4.85330 2.18292 0.54811
H -5.15220 1.34572 -0.98659
H -3.21550 5.10732 -0.62539
H -1.52300 4.57702 -0.64129
H -2.54540 4.23782 0.76771
H -3.73050 3.66502 -3.26949
H -3.36640 1.93832 -3.44769
H -2.04510 3.11472 -3.32199
C -1.72700 2.21372 2.14391
O -1.03300 1.60652 1.06941
H -1.07010 2.92862 2.64521
H -2.05260 1.44502 2.84901
H -2.60100 2.73852 1.75101
H -0.24890 1.14022 1.45991
H 0.48190 0.20092 -2.05069

## Properties
Gap between HOMO and LUMO (spin up / spin down) ... 5.17 / 4.49 eV
Maximum force ... 15.97 eV Å⁻¹
M ... 896.6 Da
Total charge ... -1